A structure of composition C47H64GeN2O8P2S3Si3Ti in a non-equilibrium geometry, computed with the ωB97M-V functional and the def2-TZVPD basis.

```
131
Properties=species:S:1:pos:R:3:forces:R:3:lowdin_spin:R:1
Ge -2.479949 1.571140 0.129069 -1.9 2.1 -0.5 -0.03
H -3.588149 -0.702660 5.842669 0.1 -0.1 0.0 0.00
H 6.697051 -1.425360 3.819169 0.0 -0.1 0.0 0.00
H 0.414651 4.873440 -0.699831 0.3 0.2 0.0 0.00
C 0.682451 -1.993160 -4.522131 0.1 0.0 -0.2 0.00
C 2.422651 2.733440 -2.503731 0.7 0.4 0.1 0.00
H 1.082151 -4.397860 1.883669 0.0 -0.1 0.0 0.00
H -1.074249 -3.503760 1.993269 0.0 0.0 0.2 0.00
H 2.849751 0.061540 -4.204431 -0.1 0.0 -0.1 0.00
C 3.494151 -0.121560 -3.358031 0.1 -0.1 0.0 0.00
C -4.484849 2.545840 2.764269 -0.2 -0.1 -0.5 0.00
H -2.816649 -1.952860 4.865369 0.0 0.0 0.1 0.00
H -0.969349 -7.022760 -1.751931 0.0 0.0 0.0 0.00
C -5.814849 3.572340 0.147269 0.6 -0.4 0.1 0.00
H 0.022051 -1.478360 -5.200431 -0.1 0.1 -0.1 0.00
O -0.182049 -1.600560 -0.229331 0.4 -0.1 -0.3 0.02
Ti -0.231949 0.441840 0.074669 -2.5 -3.3 2.2 0.89
H -5.468949 -0.277060 1.131369 0.2 -0.2 0.0 0.00
H -1.375449 4.540240 3.088469 -0.2 0.0 0.0 0.00
H -0.142849 -1.899160 3.861269 0.1 -0.1 0.0 0.00
C 4.868351 -0.213360 -3.528231 -0.1 0.0 0.1 0.00
H -0.959549 0.561540 -3.402531 0.1 -0.1 0.0 0.00
C 5.688251 -0.416460 -2.427331 0.1 0.0 -0.1 0.00
H 0.164351 4.774040 2.283469 0.2 0.2 0.0 0.00
H -4.160249 -3.794360 1.533069 -0.1 0.0 0.0 0.00
H -3.559249 5.532540 -0.161231 -0.1 -0.1 -0.3 0.00
H -4.402649 -3.046460 3.796469 0.0 0.0 0.0 0.00
H -0.556349 3.799340 -1.683231 -0.2 -0.1 -0.1 0.00
C 2.942451 -0.233260 -2.094531 0.0 0.0 0.3 0.00
H 5.805951 0.235740 5.395169 0.0 0.0 0.1 0.00
C -4.768549 -2.361060 3.032969 0.1 0.5 0.2 0.00
H 3.538951 -3.806560 -4.501631 0.1 -0.1 -0.1 0.00
O 6.762751 2.299240 -0.215831 -1.1 0.0 0.2 0.00
S -4.395949 -0.656360 3.584669 0.0 -0.3 0.3 0.00
H -4.638949 2.159240 -3.928231 0.0 -0.1 -0.3 0.00
C -4.524149 2.241440 -2.852631 0.5 -0.6 0.2 0.00
H -4.067649 -1.218160 -3.094131 0.0 0.0 -0.3 0.00
N 5.598651 2.152340 0.141769 2.1 -0.9 1.9 0.00
C 4.552451 2.535940 -0.716631 -2.3 0.6 -1.3 0.00
H -2.295149 0.678740 -4.549531 -0.2 -0.1 -0.2 0.00
C 0.348551 -4.350460 -0.143431 0.2 0.4 -0.2 0.00
H 5.787651 -0.664360 -0.304631 0.1 0.0 0.1 0.00
H -2.214149 -2.954160 3.220069 0.1 -0.1 0.1 0.00
Si -3.183449 1.012040 -2.231931 -0.1 0.5 0.1 -0.01
C 0.363351 -6.304560 1.269169 0.0 -0.1 0.1 0.00
C -1.572149 -2.626660 2.409669 -0.3 0.0 -0.5 0.00
O 0.058351 1.420740 -1.456931 1.8 1.5 -2.0 0.03
C -4.257949 -2.713160 1.636469 0.6 0.2 -0.2 0.00
C 1.261451 -2.661560 -2.295131 -0.1 -0.1 0.4 0.00
H -5.814549 4.445640 0.787869 0.1 0.2 0.2 0.00
H 2.460051 0.886040 2.817669 0.0 0.0 0.1 0.00
C 5.764651 -0.927460 3.597569 0.1 -0.1 0.0 0.00
Si -4.801649 2.135240 0.921669 0.3 -0.7 0.5 -0.01
H -1.059849 5.461640 -1.447631 -0.1 0.1 0.0 0.00
H 2.281451 -2.890860 1.442169 -0.1 0.1 -0.1 0.00
H 1.870851 -0.119760 -1.957831 0.2 0.0 -0.2 0.00
C -3.880249 -0.778160 -2.119831 0.4 0.6 -0.1 0.00
H 3.676051 1.387640 4.906469 -0.1 0.0 0.1 0.00
H -2.488049 6.412540 0.895169 0.2 0.3 0.1 0.00
H -5.449849 3.886040 -0.822331 0.1 0.1 -0.2 0.00
N 3.979351 3.188040 -4.310331 0.2 0.2 -2.1 0.00
C -3.116649 -0.908260 4.879969 -0.5 0.0 -0.4 0.00
C 2.377151 -3.335260 -2.778131 -0.1 0.0 0.1 0.00
H -3.530649 2.133240 3.074369 0.2 -0.1 0.1 0.00
C 4.066951 0.651340 4.220569 0.0 0.0 0.0 0.00
C 5.261251 0.003240 4.492169 -0.1 0.1 0.0 0.00
H -4.236049 3.266940 -2.640931 0.1 0.1 0.1 0.00
C 2.660751 -3.304160 -4.128731 0.1 -0.1 -0.1 0.00
H -0.483049 -4.630460 -2.096431 0.0 -0.1 -0.1 0.00
P 2.951151 -0.716560 0.612269 0.0 -2.1 0.2 0.00
H 1.628751 2.748440 -3.234431 -0.1 0.0 0.0 0.00
C 5.097451 -1.200660 2.415969 0.0 -0.1 -0.1 0.00
H -5.492449 2.065540 -2.402131 -0.3 0.0 0.2 0.00
Si -1.596449 4.103040 0.615769 -1.3 -0.8 -0.6 0.00
H 0.277951 -1.526060 2.179569 0.0 -0.1 0.2 0.00
H 0.597351 -6.767960 2.218269 0.0 0.0 0.0 0.00
C 3.236651 2.410540 -0.246131 0.4 0.4 -0.5 0.00
H 2.058151 -2.581860 -6.050031 0.0 0.0 -0.2 0.00
C -0.548049 -1.608160 2.891269 -0.1 0.3 0.0 0.00
S -1.176649 0.092340 3.040869 0.3 -0.2 0.9 0.01
C 3.909251 -0.536160 2.135769 -0.2 0.0 -0.5 0.00
C 0.395851 -2.014560 -3.171331 -0.1 0.1 0.4 0.00
H -4.955749 -2.363860 0.878269 0.0 0.0 -0.1 0.00
C 3.388251 0.377140 3.048969 -0.3 0.1 -0.2 0.00
H 6.759651 -0.459460 -2.557231 0.1 0.0 0.0 0.00
C -0.715649 4.137340 2.325169 -0.1 -0.1 -0.8 0.00
H -6.849549 3.265040 0.021669 -0.1 -0.2 0.0 0.00
H -5.252549 2.127240 3.403069 -0.3 -0.1 0.2 0.00
C -0.606849 4.605540 -0.956431 0.2 -0.1 0.7 0.00
O 0.484651 2.153440 0.534369 1.8 2.0 -0.9 0.04
C -0.247149 -5.102260 -1.153031 0.0 0.2 0.0 0.00
C -1.877049 1.094740 -3.635731 -0.2 -0.3 0.5 0.00
H -6.863949 0.758940 1.318069 -0.3 0.1 0.2 0.00
C 2.178351 2.484740 -1.153131 1.2 0.8 -0.3 0.00
O 5.267751 1.591140 1.201169 0.6 1.0 -1.3 0.00
H -1.130249 -0.280860 5.412669 0.0 0.1 0.1 0.00
H -4.459249 3.614140 2.939369 0.0 0.3 0.0 0.00
C 1.823751 -2.622060 -4.999531 -0.1 0.0 0.1 0.00
C 3.738951 2.960840 -2.925331 -0.9 -0.3 2.0 0.00
H -2.201049 1.041640 4.932369 0.0 0.1 0.0 0.00
C 5.142051 -0.537760 -1.160631 -0.1 -0.1 0.2 0.00
C 0.861451 2.109640 -0.693431 -1.3 0.0 0.9 0.04
H 3.015751 -3.881860 -2.100031 0.2 -0.1 0.0 0.00
O 3.003251 3.242340 -5.049631 0.5 0.0 0.5 0.00
H 3.065051 2.197940 0.798469 -0.1 0.0 0.0 0.00
H -4.819549 -0.787460 -1.578931 -0.2 0.0 0.2 0.00
H -6.233149 0.436340 -0.278931 0.0 0.0 -0.3 0.00
O 5.136251 3.281240 -4.689731 -0.4 0.0 0.4 0.00
C 4.808551 2.849140 -2.047831 0.1 -0.1 0.2 0.00
H -1.608049 2.128540 -3.838631 0.0 0.2 0.0 0.00
C 2.443151 -2.501160 0.434569 -0.1 0.9 0.0 0.00
C -2.964549 5.450440 0.737669 0.6 -0.6 0.0 0.00
H -0.491549 -1.530660 -2.775431 0.0 0.0 -0.1 0.00
P 0.872251 -2.644160 -0.532331 0.0 -1.4 0.1 0.00
C -0.192949 -7.054460 0.243869 0.0 0.1 0.0 0.00
H 3.203351 -3.109860 -0.048231 0.1 -0.1 -0.1 0.00
H -5.856449 -2.426260 3.023569 0.0 -0.1 0.1 0.00
C -1.920849 0.012940 4.720669 0.3 0.1 -0.5 0.00
H 5.295351 -0.096260 -4.513231 0.1 0.0 -0.1 0.00
H -3.191249 -1.428860 -1.582831 0.1 -0.1 0.0 0.00
C 0.635851 -4.962260 1.075869 0.1 0.1 0.0 0.00
H 5.515751 -1.916760 1.723569 0.0 -0.1 -0.1 0.00
H 5.824951 2.949140 -2.396431 0.0 0.0 -0.1 0.00
S -2.674549 -1.955960 1.115669 -0.5 -0.8 0.2 0.00
H -0.355849 -8.113660 0.378569 -0.1 0.0 0.0 0.00
O 1.630351 -0.034160 0.809269 0.5 0.6 0.0 0.01
C -0.515849 -6.445260 -0.959031 -0.1 -0.1 0.0 0.00
C 3.763051 -0.441860 -0.986831 0.1 0.1 0.3 0.00
C -5.950249 0.613340 0.752169 0.4 0.5 0.1 0.00
H -0.386249 3.146440 2.627869 0.0 -0.1 0.0 0.00
H -3.635549 5.289940 1.570469 -0.2 -0.1 0.2 0.00
```
Forces are in eV/Å.

Properties
gap between HOMO and LUMO (alpha / beta): 4.5 / 4.5 eV
energy: -223479.63079 eV
total charge: +1
E_LUMO (alpha / beta): -3.9 / -3.9 eV
highest occupied orbital energy (alpha / beta): -8.420 / -8.417 eV
spin multiplicity: 2